ORCA calculation (ωB97M-V/def2-TZVPD) on a 8-piece molecular cluster, C44H105N7O8 overall.

Output
M	860.4	g mol⁻¹
orbital gap (spin up / spin down)	1.471 / 8.443	eV
E_tot	-74128.989	eV

ORCA input file:
```
! wB97M-V def2-TZVPD RIJCOSX def2/J DEFGRID3
* xyz -1 2
C -4.581 -5.678 25.574
C -5.038 -4.866 26.918
C -3.969 -5.283 28.014
C -2.602 -4.522 27.808
C -2.939 -2.962 27.715
C -4.058 -2.618 26.593
N -5.217 -3.442 26.818
O -6.256 -3.142 26.017
C -4.377 -1.128 26.944
C -3.435 -2.643 25.133
C -6.346 -5.578 27.395
H -5.197 -5.598 24.678
H -4.566 -6.757 25.724
H -3.652 -5.285 25.160
H -4.322 -4.912 28.976
H -3.825 -6.362 27.961
H -2.150 -5.057 26.974
H -1.906 -4.680 28.632
H -2.051 -2.383 27.460
H -3.341 -2.646 28.677
H -4.986 -0.663 26.169
H -4.847 -1.072 27.926
H -3.549 -0.424 27.029
H -2.907 -1.705 24.964
H -2.725 -3.462 25.246
H -4.109 -2.677 24.276
H -6.156 -6.572 27.799
H -6.924 -5.800 26.499
H -6.991 -5.082 28.121
H -5.891 -3.278 25.140
C -6.862 -10.059 23.424
C -8.251 -9.851 24.124
C -9.202 -8.827 23.376
C -9.730 -9.445 22.070
C -10.505 -10.757 22.343
C -9.832 -11.767 23.343
N -9.092 -11.030 24.452
O -8.431 -11.960 25.274
C -10.925 -12.645 24.012
C -8.968 -12.608 22.513
C -8.051 -9.270 25.528
H -6.333 -10.866 23.932
H -6.370 -9.087 23.411
H -6.916 -10.346 22.374
H -10.120 -8.544 23.892
H -8.673 -7.877 23.294
H -8.894 -9.584 21.385
H -10.346 -8.653 21.644
H -10.861 -11.195 21.411
H -11.444 -10.411 22.776
H -10.461 -13.212 24.819
H -11.664 -12.033 24.529
H -11.341 -13.372 23.314
H -9.505 -13.337 21.907
H -8.313 -12.000 21.888
H -8.319 -13.263 23.094
H -7.523 -9.837 26.295
H -9.012 -9.044 25.989
H -7.524 -8.316 25.562
H -8.798 -11.750 26.136
C -2.147 -9.385 24.215
C -1.243 -8.157 24.025
C -1.001 -7.403 25.370
C 0.123 -8.027 26.311
C 1.320 -8.263 25.547
C 1.169 -9.085 24.241
N 0.109 -8.434 23.431
O 0.050 -8.829 22.104
C 2.494 -8.954 23.555
C 0.838 -10.637 24.408
C -2.092 -7.206 23.030
H -3.214 -9.166 24.256
H -1.827 -10.180 24.888
H -2.034 -9.874 23.247
H -1.054 -6.325 25.223
H -1.827 -7.444 26.081
H -0.287 -9.016 26.513
H 0.205 -7.451 27.232
H 1.922 -8.863 26.228
H 1.842 -7.306 25.528
H 2.759 -7.908 23.401
H 3.365 -9.261 24.133
H 2.528 -9.273 22.513
H 0.217 -10.821 25.285
H 0.227 -11.050 23.606
H 1.745 -11.206 24.612
H -2.378 -7.746 22.128
H -1.603 -6.274 22.745
H -3.026 -6.823 23.442
H 0.425 -8.062 21.666
C 3.255 -7.727 31.072
C 1.975 -7.850 31.863
C 0.838 -8.693 31.225
O 0.192 -8.127 30.017
C -0.350 -6.773 30.076
N 2.327 -8.639 33.030
H 3.105 -7.235 30.111
H 3.866 -8.623 30.960
H 3.841 -6.945 31.554
H 1.698 -6.858 32.220
H 0.010 -8.888 31.906
H 1.310 -9.641 30.967
H 0.453 -6.114 30.406
H -1.160 -6.663 30.797
H -0.794 -6.469 29.127
H 3.315 -8.504 33.193
H 1.778 -8.295 33.805
C -5.621 -6.066 33.035
C -4.838 -4.780 33.084
C -5.661 -3.462 33.050
O -6.243 -3.428 31.707
C -5.443 -2.787 30.780
N -4.098 -4.762 34.251
H -5.860 -6.474 34.017
H -5.318 -6.927 32.439
H -6.560 -5.865 32.519
H -4.187 -4.729 32.211
H -5.100 -2.538 33.189
H -6.556 -3.383 33.667
H -5.746 -2.868 29.737
H -4.374 -2.987 30.860
H -5.589 -1.709 30.833
H -3.739 -3.823 34.344
H -4.690 -4.849 35.064
C -10.683 1.524 31.068
C -9.742 0.680 30.150
C -8.711 1.482 29.227
O -7.581 0.734 28.695
C -7.956 -0.096 27.614
N -9.005 -0.053 31.099
H -10.263 2.082 31.905
H -11.401 0.912 31.615
H -11.321 2.242 30.552
H -10.353 -0.005 29.563
H -8.408 2.318 29.857
H -9.196 2.066 28.444
H -8.309 0.579 26.835
H -8.899 -0.639 27.660
H -7.142 -0.589 27.081
H -8.224 -0.367 30.541
H -9.549 -0.865 31.353
C -5.847 -5.473 21.078
C -6.364 -4.094 21.497
C -7.676 -4.369 22.202
O -8.615 -4.666 21.185
C -9.973 -4.751 21.420
N -5.453 -3.317 22.328
H -6.610 -6.037 20.542
H -5.653 -6.156 21.905
H -4.904 -5.311 20.556
H -6.442 -3.543 20.559
H -7.996 -3.446 22.684
H -7.496 -5.054 23.031
H -10.092 -5.566 22.135
H -10.531 -5.207 20.602
H -10.512 -3.904 21.845
H -4.686 -2.908 21.813
H -4.996 -4.074 22.816
C -9.111 -3.402 29.191
O -9.466 -3.113 27.856
H -10.058 -3.422 29.731
H -8.562 -4.341 29.262
H -8.476 -2.619 29.605
H -8.703 -3.427 27.366
*
```

Mulliken population analysis, charges in e, atoms 1 to 4: -0.615, 1.875, -1.583, 1.676


ORCA calculation (ωB97M-V/def2-TZVPD) on a 8-piece molecular cluster, C44H106N6O4S2 overall.

Output
M	847.5	g mol⁻¹
orbital gap	8.335	eV
E_tot	-86142.882	eV

ORCA input file:
```
! wB97M-V def2-TZVPD RIJCOSX def2/J DEFGRID3
* xyz 0 1
O 0.888 -1.291 -3.102
S 0.150 -1.560 -1.869
O -0.619 -2.770 -1.706
C 1.008 -1.277 -0.270
C 0.403 -0.016 0.349
C -0.974 0.190 -0.217
C -0.966 -0.117 -1.725
H 2.092 -1.213 -0.285
H 0.768 -2.195 0.274
H 0.530 0.108 1.420
H 1.003 0.756 -0.155
H -1.294 1.224 -0.049
H -1.751 -0.373 0.310
H -0.421 0.652 -2.271
H -1.931 -0.311 -2.181
O -1.652 -2.502 -4.675
S -0.794 -3.340 -5.468
O 0.258 -2.818 -6.316
C -0.006 -4.633 -4.483
C -0.279 -5.982 -5.191
C -1.571 -5.813 -5.958
C -1.712 -4.416 -6.609
H -0.550 -4.604 -3.535
H 0.948 -4.136 -4.307
H 0.637 -6.222 -5.730
H -0.434 -6.693 -4.382
H -2.421 -5.916 -5.279
H -1.704 -6.603 -6.699
H -2.725 -4.103 -6.838
H -1.086 -4.344 -7.496
C 0.040 -5.944 3.357
C -1.080 -4.909 3.369
N -1.929 -5.099 2.203
C -3.237 -4.430 2.349
C -4.139 -5.278 3.250
C -1.299 -4.653 0.927
C -1.718 -5.562 -0.193
H 0.631 -5.864 2.443
H -0.382 -6.943 3.429
H 0.697 -5.764 4.212
H -1.612 -5.236 4.270
H -0.791 -3.860 3.527
H -3.084 -3.388 2.660
H -3.739 -4.363 1.381
H -3.873 -6.334 3.328
H -3.947 -4.972 4.284
H -5.180 -5.211 2.945
H -0.212 -4.546 0.963
H -1.604 -3.602 0.820
H -1.152 -5.266 -1.080
H -2.777 -5.639 -0.435
H -1.423 -6.587 0.048
C 1.988 2.087 -4.698
C 3.469 2.284 -4.800
N 3.929 3.563 -4.242
C 5.333 3.602 -3.906
C 5.769 2.695 -2.743
C 3.464 4.712 -5.007
C 4.005 4.889 -6.402
H 1.355 2.772 -5.272
H 1.541 2.437 -3.750
H 1.658 1.050 -4.718
H 4.020 1.517 -4.254
H 3.788 2.258 -5.851
H 5.941 3.407 -4.803
H 5.594 4.614 -3.589
H 6.805 2.843 -2.436
H 5.172 2.920 -1.859
H 5.695 1.640 -3.010
H 3.693 5.629 -4.438
H 2.384 4.829 -4.860
H 3.560 5.698 -6.979
H 3.842 3.981 -6.992
H 5.089 5.015 -6.400
C 1.768 2.568 4.079
C 0.526 3.238 4.619
N 0.786 4.488 5.307
C 1.332 5.626 4.567
C 0.312 6.055 3.493
C 1.535 4.352 6.554
C 0.765 3.693 7.708
H 2.441 3.242 3.543
H 1.559 1.799 3.327
H 2.308 2.086 4.896
H -0.290 3.266 3.893
H 0.044 2.569 5.338
H 1.412 6.559 5.131
H 2.354 5.440 4.213
H 0.638 6.969 2.995
H 0.185 5.259 2.751
H -0.691 6.186 3.893
H 1.806 5.338 6.934
H 2.532 3.897 6.450
H -0.251 4.059 7.816
H 1.332 3.859 8.629
H 0.808 2.599 7.664
C 3.781 -3.377 1.587
C 4.527 -4.225 0.582
N 3.746 -5.152 -0.228
C 3.085 -6.154 0.621
C 2.218 -7.149 -0.136
C 2.851 -4.520 -1.198
C 3.374 -3.241 -1.875
H 4.398 -2.580 2.022
H 3.514 -3.900 2.508
H 2.944 -2.832 1.147
H 5.253 -3.660 -0.009
H 5.244 -4.906 1.064
H 2.492 -5.670 1.409
H 3.937 -6.620 1.122
H 1.756 -7.797 0.611
H 2.793 -7.818 -0.781
H 1.454 -6.741 -0.796
H 2.693 -5.206 -2.033
H 1.872 -4.367 -0.719
H 4.381 -3.500 -2.237
H 2.922 -3.081 -2.852
H 3.528 -2.391 -1.220
C -0.633 4.648 -2.124
C -2.129 4.988 -2.217
N -2.907 4.115 -3.087
C -3.182 2.771 -2.589
C -4.611 2.315 -2.804
C -2.665 4.156 -4.511
C -2.762 5.560 -5.107
H -0.133 5.421 -2.713
H -0.457 3.652 -2.523
H -0.270 4.747 -1.103
H -2.590 4.850 -1.229
H -2.404 6.039 -2.318
H -2.450 2.051 -2.995
H -2.776 2.695 -1.572
H -4.664 1.281 -3.148
H -5.228 2.395 -1.911
H -5.006 2.945 -3.601
H -3.394 3.564 -5.067
H -1.648 3.777 -4.699
H -3.740 6.041 -5.026
H -2.457 5.642 -6.149
H -2.112 6.226 -4.529
C -1.847 -0.354 4.418
C -2.220 0.749 5.395
N -2.694 1.979 4.763
C -3.774 1.947 3.797
C -5.188 1.509 4.274
C -2.990 3.016 5.774
C -2.981 4.423 5.243
H -1.204 -0.036 3.595
H -2.756 -0.757 3.968
H -1.281 -1.160 4.884
H -2.946 0.494 6.182
H -1.341 1.012 5.989
H -3.741 2.851 3.187
H -3.486 1.235 3.009
H -5.076 0.650 4.935
H -5.671 2.293 4.855
H -5.687 1.289 3.334
H -2.206 2.918 6.535
H -3.888 2.696 6.326
H -3.113 5.076 6.113
H -3.771 4.685 4.545
H -1.974 4.670 4.906
*
```

Mulliken population analysis, charges in e, atoms 1 to 4: -0.651, 1.252, -0.473, 0.214